(1)
# C4H9NO

2 unconnected molecules or ions with the total composition C4H9NO (wB97M-V/def2-TZVPD, the Open Molecules 2025 dataset).

Computed properties:
HOMO-LUMO gap = 0.3247 Ha
energy above the lowest of the compared OMol25 structures with the same formula, charge and spin = 2.681 eV
M = 87.12 g mol⁻¹
energy = -287.73393 a.u.
LUMO = 0.9 eV
SMILES = C=CN.C=CO

Last column: natural (NBO) charge in e.
Positions of all 15 atoms, in Å:
C  -1.790533  1.886076  0.240238  -0.55
C  -1.791619  1.444897  -1.020216  0.02
N  -0.703145  1.032859  -1.775946  -0.84
H  -0.887095  1.847983  0.836041  0.19
H  -2.733511  2.189271  0.675405  0.21
H  -2.718194  1.432850  -1.582842  0.18
H  0.176115  0.875512  -1.320752  0.40
H  -0.833859  1.110574  -2.763669  0.39
C  0.743011  -1.738726  1.445373  -0.46
C  1.978845  -1.441994  1.094620  0.11
O  2.344837  -1.595468  -0.246159  -0.73
H  0.289778  -1.576974  2.395908  0.21
H  0.161437  -2.200436  0.655589  0.21
H  2.752053  -0.978768  1.700898  0.17
H  3.011881  -2.287658  -0.334488  0.48

Atomic forces in eV per Å
C -0.127 -0.510 -0.247
C 0.366 0.404 -0.146
N -1.160 -0.067 0.685
H -0.056 0.232 0.094
H 0.182 -0.076 0.168
H -0.038 0.095 -0.017
H 0.208 0.113 -0.410
H 0.647 -0.242 -0.102
C 0.148 -0.299 -0.768
C 0.203 0.188 -0.512
O 0.013 -0.183 0.281
H 0.052 0.148 0.530
H -0.283 0.086 0.156
H -0.167 -0.087 0.192
H 0.011 0.199 0.097



(2)
# C37H32Cl3FNO2PRhS3Si

A molecular structure, C37H32Cl3FNO2PRhS3Si (wB97M-V/def2-TZVPD, the Open Molecules 2025 dataset).

Computed properties:
HOMO-LUMO gap = 0.2558 Ha
energy above the lowest of the compared OMol25 structures with the same formula, charge and spin = 0.542 eV
net charge = -1
M = 906.19 g mol⁻¹
energy = -5050.91764 a.u.
LUMO = 1.9 eV

Last column: Löwdin charge in e.
Positions of all 82 atoms, in Å:
Rh  0.912469  -0.346445  -0.870570  0.74
C  -0.066218  3.110185  -2.043551  -0.17
Si  0.652153  2.618004  -0.388769  0.42
C  2.509245  2.457149  -0.413917  -0.15
C  0.421442  4.196443  0.624865  -0.20
N  -0.084970  1.106615  0.150633  -0.16
C  -1.170523  0.990320  1.017409  -0.28
C  -1.520857  2.120294  1.794238  -0.06
C  -2.576569  2.179555  2.683832  -0.11
C  -3.392471  1.079334  2.884030  -0.12
C  -3.089041  -0.059767  2.164506  -0.04
C  -2.026925  -0.103354  1.278883  -0.26
F  -1.900111  -1.302571  0.674035  -0.04
H  0.667487  3.627204  -2.667519  0.03
H  -0.902382  3.797142  -1.881077  0.03
H  -0.426223  2.247287  -2.596071  0.00
H  2.915781  3.329184  -0.935293  0.05
H  2.922942  1.580803  -0.903668  -0.03
H  2.883597  2.469933  0.607975  0.02
H  1.051577  4.927748  0.106581  0.04
H  0.769562  4.135094  1.658236  0.03
H  -0.597647  4.583928  0.609455  0.03
H  -0.909814  2.999347  1.705146  0.04
H  -2.746953  3.102636  3.224852  0.10
H  -4.227063  1.100915  3.571418  0.09
H  -3.670889  -0.967871  2.260236  0.11
Cl  6.144348  1.687695  -5.501167  0.63
C  4.649275  1.279752  -4.699502  -0.68
C  4.670154  0.502540  -3.559589  -0.14
C  3.470267  0.205195  -2.942040  -0.56
Cl  3.508421  -0.848834  -1.546942  0.73
C  2.214272  0.671072  -3.375514  -0.47
O  1.085103  0.402655  -2.793753  -0.26
C  2.263533  1.403236  -4.588940  -0.57
Cl  0.772018  1.861060  -5.346731  0.71
C  3.445567  1.715889  -5.229223  -0.15
H  5.599281  0.124721  -3.156877  0.11
H  3.422310  2.286375  -6.146745  0.10
S  4.140478  -2.748176  1.115991  0.18
P  2.685344  -1.732296  1.944523  0.09
S  0.830991  -1.638244  1.069048  0.42
C  2.270144  -2.413690  3.595894  -0.38
C  0.979595  -2.462328  4.111689  -0.11
C  0.758019  -2.951912  5.393012  -0.09
C  1.820806  -3.386343  6.169179  -0.10
C  3.111835  -3.336919  5.659358  -0.09
C  3.334507  -2.858456  4.378703  -0.11
C  3.207471  -0.040817  2.401923  -0.38
C  2.287690  0.816998  3.005819  -0.10
C  2.689271  2.066815  3.446471  -0.09
C  4.010627  2.471133  3.281562  -0.10
C  4.921337  1.627386  2.665182  -0.09
C  4.519719  0.372180  2.222552  -0.11
H  0.144971  -2.118689  3.515042  0.06
H  -0.251721  -2.990852  5.781954  0.10
H  1.645089  -3.765916  7.168190  0.10
H  3.946778  -3.679093  6.258124  0.10
H  4.335736  -2.841411  3.965958  0.08
H  1.254935  0.506295  3.118778  0.10
H  1.971196  2.728365  3.915176  0.10
H  4.323118  3.450121  3.623656  0.10
H  5.946040  1.946012  2.520393  0.10
H  5.221265  -0.305134  1.750429  0.06
C  -7.321808  -3.397104  -2.115982  -0.05
C  -7.964311  -3.219241  -3.465456  -0.75
O  -9.071913  -3.612130  -3.729722  -0.01
S  -7.034123  -2.425488  -4.772257  1.01
C  -5.469645  -2.064143  -4.019785  -0.58
C  -5.241614  -0.818634  -3.441858  -0.11
C  -4.027542  -0.539130  -2.839808  -0.02
C  -3.009212  -1.497645  -2.809414  -0.24
C  -3.241665  -2.740537  -3.409476  -0.02
C  -4.455481  -3.017486  -4.012251  -0.11
C  -1.764617  -1.205474  -2.177165  -0.08
C  -0.712205  -0.983106  -1.628633  -0.14
H  -8.089731  -3.722168  -1.418467  0.08
H  -6.847949  -2.479068  -1.773342  0.08
H  -6.539123  -4.154695  -2.180218  0.09
H  -6.025946  -0.072110  -3.457878  0.10
H  -3.850266  0.425298  -2.382298  0.12
H  -2.454537  -3.482216  -3.395725  0.12
H  -4.625702  -3.980418  -4.477737  0.11

Atomic forces in eV per Å
Rh -0.217 0.011 0.444
C -0.064 0.061 -0.031
Si -0.407 0.000 -0.279
C 0.085 -0.044 -0.085
C 0.212 0.096 0.011
N 0.190 -0.252 -0.165
C 0.025 0.098 0.069
C 0.014 0.017 0.161
C 0.010 0.019 -0.018
C -0.019 -0.027 -0.001
C 0.001 0.045 0.040
C 0.003 0.006 -0.098
F 0.200 -0.005 -0.061
H 0.012 0.004 -0.014
H -0.005 -0.014 -0.009
H 0.006 -0.054 -0.050
H 0.005 0.001 0.006
H 0.021 -0.025 -0.022
H 0.080 -0.007 0.150
H 0.025 0.026 0.021
H 0.025 0.015 -0.013
H 0.019 -0.002 -0.017
H -0.121 -0.196 0.085
H -0.006 0.002 0.005
H 0.002 -0.002 0.005
H -0.001 0.001 0.005
Cl -0.015 0.000 0.014
C 0.008 -0.003 -0.011
C 0.030 0.005 -0.020
C -0.007 0.004 0.071
Cl -0.094 -0.042 -0.001
C -0.130 -0.189 -0.083
O 0.248 0.450 -0.007
C 0.005 -0.038 -0.029
Cl -0.006 0.038 0.099
C 0.001 0.000 0.008
H -0.001 -0.002 -0.001
H 0.001 0.001 0.003
S -0.018 0.041 -0.082
P -0.055 -0.015 0.123
S -0.060 -0.050 -0.163
C 0.066 -0.044 0.028
C -0.021 0.043 0.019
C 0.010 0.001 -0.001
C 0.000 0.002 0.001
C 0.004 -0.004 0.004
C -0.022 -0.023 -0.005
C -0.119 0.066 -0.063
C -0.038 0.014 -0.051
C 0.031 0.012 -0.011
C -0.045 0.016 -0.027
C -0.024 0.012 -0.053
C 0.051 -0.028 0.042
H 0.008 -0.002 0.004
H -0.002 0.001 -0.003
H 0.000 0.000 0.000
H 0.000 0.000 0.000
H -0.001 -0.001 -0.001
H -0.008 -0.003 -0.009
H -0.005 -0.003 0.003
H 0.002 -0.001 0.004
H 0.003 -0.004 0.009
H -0.013 0.009 -0.019
C -0.001 0.037 0.006
C 0.024 -0.117 -0.063
O -0.017 0.065 0.021
S -0.024 -0.015 0.022
C 0.030 0.022 0.012
C 0.001 0.005 0.017
C -0.036 0.005 -0.018
C 0.050 -0.019 0.049
C -0.014 0.013 -0.010
C 0.000 0.008 0.005
C 0.131 -0.126 -0.169
C -0.016 0.079 0.196
H 0.002 -0.008 0.005
H -0.009 0.004 0.017
H 0.001 0.014 -0.016
H 0.000 -0.001 -0.003
H 0.000 -0.002 -0.002
H 0.002 -0.001 -0.002
H -0.003 -0.002 0.000